Record 1
{"formula": "C26H68As4FeN4O2Si3", "method": "ωB97M-V/def2-TZVPD", "symbols": ["Fe", "C", "As", "C", "C", "C", "C", "C", "As", "C", "C", "C", "As", "C", "C", "H", "H", "H", "H", "H", "H", "H", "H", "H", "H", "H", "H", "H", "H", "H", "H", "H", "H", "H", "H", "H", "H", "H", "H", "H", "H", "H", "N", "C", "C", "C", "C", "N", "C", "N", "N", "C", "O", "O", "H", "H", "H", "H", "H", "H", "H", "H", "H", "H", "H", "H", "H", "H", "C", "Si", "C", "C", "As", "Si", "C", "C", "C", "Si", "C", "C", "C", "H", "H", "H", "H", "H", "H", "H", "H", "H", "H", "H", "H", "H", "H", "H", "H", "H", "H", "H", "H", "H", "H", "H", "H", "H", "H", "H"], "xyz": [[-0.299, 0.571, 0.167], [-2.377, -2.980, -3.630], [-1.523, -1.726, -2.418], [-3.196, -1.015, -1.697], [-1.138, -2.851, -0.827], [0.264, -3.492, -0.740], [0.239, -4.579, 0.344], [1.344, -2.487, -0.298], [1.504, -0.740, -1.160], [3.089, -0.217, -0.150], [2.273, -1.037, -2.892], [0.671, -4.122, -2.086], [-0.428, -5.691, -2.630], [0.223, -5.743, -4.472], [0.740, -7.103, -1.953], [-1.654, -3.455, -4.286], [-3.078, -2.410, -4.238], [-2.912, -3.740, -3.065], [-3.809, -1.838, -1.330], [-3.735, -0.494, -2.488], [-3.041, -0.300, -0.895], [-1.904, -3.629, -0.802], [-1.321, -2.219, 0.064], [0.032, -4.149, 1.325], [1.199, -5.098, 0.397], [-0.535, -5.318, 0.134], [2.325, -2.963, -0.375], [1.203, -2.229, 0.755], [3.795, -1.045, -0.123], [2.812, 0.039, 0.872], [3.584, 0.645, -0.601], [2.886, -1.931, -2.790], [2.898, -0.185, -3.150], [1.505, -1.188, -3.643], [1.712, -4.456, -2.035], [0.603, -3.394, -2.902], [-0.076, -4.849, -5.018], [-0.216, -6.609, -4.964], [1.308, -5.836, -4.504], [0.594, -7.253, -0.886], [1.789, -6.878, -2.151], [0.479, -8.026, -2.470], [1.021, 2.346, -0.362], [0.219, 3.211, -1.267], [0.627, 4.680, -1.258], [2.019, 5.106, -1.740], [2.092, 5.506, -3.213], [1.800, 4.494, -4.244], [2.657, 3.584, -4.689], [3.887, 3.508, -4.169], [2.285, 2.702, -5.621], [-1.210, 3.075, -0.792], [-2.011, 3.955, -0.856], [-1.474, 1.871, -0.269], [1.207, 2.858, 0.500], [1.924, 2.123, -0.767], [0.234, 2.760, -2.266], [0.500, 4.999, -0.218], [-0.125, 5.239, -1.818], [2.794, 4.380, -1.466], [2.274, 6.029, -1.218], [3.066, 5.941, -3.443], [1.364, 6.299, -3.381], [0.894, 4.531, -4.685], [4.232, 4.266, -3.603], [4.592, 2.962, -4.641], [1.412, 2.818, -6.110], [2.976, 2.134, -6.087], [1.132, -1.880, 3.529], [-0.632, -1.400, 3.846], [-1.860, -2.597, 3.179], [-0.917, -1.079, 5.626], [-0.949, 0.613, 2.504], [0.425, 2.347, 3.509], [2.141, 1.910, 2.956], [-0.140, 3.949, 2.772], [0.326, 2.301, 5.336], [-3.308, 1.356, 2.739], [-4.237, 0.163, 1.691], [-3.503, 3.099, 2.239], [-3.557, 1.067, 4.535], [1.219, -2.966, 3.426], [1.759, -1.582, 4.375], [1.552, -1.419, 2.637], [-1.633, -3.592, 3.578], [-1.860, -2.662, 2.092], [-2.871, -2.340, 3.505], [-0.631, -2.001, 6.147], [-1.965, -0.881, 5.852], [-0.316, -0.268, 6.030], [2.215, 1.785, 1.874], [2.468, 0.977, 3.421], [2.848, 2.692, 3.252], [-0.637, 3.833, 1.804], [0.717, 4.621, 2.655], [-0.849, 4.448, 3.435], [0.933, 1.494, 5.746], [-0.690, 2.207, 5.722], [0.731, 3.249, 5.707], [-4.395, 0.580, 0.695], [-5.219, -0.029, 2.132], [-3.720, -0.792, 1.594], [-3.072, 3.324, 1.264], [-3.097, 3.785, 2.983], [-4.582, 3.282, 2.172], [-3.730, 0.012, 4.750], [-4.452, 1.623, 4.838], [-2.730, 1.419, 5.151]], "forces_ev_per_a": [[0.726, 0.403, -0.872], [0.053, -0.070, -0.137], [-0.058, 0.247, 0.411], [-0.094, 0.039, -0.133], [0.216, 0.031, 0.000], [-0.070, -0.020, -0.202], [0.076, -0.004, 0.005], [-0.206, -0.179, -0.218], [-0.214, -0.628, 1.157], [0.106, 0.163, -0.086], [-0.113, 0.083, -0.284], [-0.015, -0.027, 0.164], [-0.082, -0.044, -0.012], [0.044, -0.044, -0.053], [0.034, -0.044, 0.012], [-0.010, -0.027, -0.014], [0.009, -0.004, -0.009], [-0.020, 0.003, -0.007], [-0.027, 0.014, 0.003], [0.007, -0.041, -0.004], [0.116, 0.083, 0.144], [-0.002, -0.022, 0.017], [0.066, -0.044, -0.140], [-0.040, 0.020, 0.047], [-0.028, 0.014, 0.013], [0.000, 0.000, 0.004], [0.028, 0.062, -0.005], [-0.050, 0.005, 0.062], [0.019, 0.013, -0.037], [0.028, -0.068, 0.015], [0.050, -0.011, 0.014], [0.032, 0.026, -0.078], [0.044, 0.030, -0.046], [-0.029, -0.024, -0.025], [0.022, 0.016, -0.022], [0.006, 0.038, 0.015], [-0.021, -0.026, -0.017], [0.010, 0.027, -0.030], [0.003, 0.018, 0.014], [-0.006, -0.036, -0.015], [-0.004, 0.006, -0.009], [-0.006, -0.004, 0.039], [0.025, 0.007, 0.156], [0.442, -0.134, -0.143], [-0.007, 0.195, 0.163], [-0.112, -0.347, -0.141], [0.018, 0.179, -0.250], [-0.121, -0.223, 0.380], [0.111, 0.088, -0.060], [-0.004, -0.021, -0.067], [0.012, 0.044, -0.005], [-0.561, -0.206, 0.225], [-0.178, 0.115, -0.088], [-0.672, 0.313, -0.551], [0.015, 0.053, -0.047], [0.046, 0.015, 0.048], [0.187, 0.011, 0.014], [0.031, 0.132, -0.065], [-0.105, -0.055, 0.081], [-0.016, 0.004, -0.073], [0.083, -0.059, 0.096], [-0.001, 0.093, 0.039], [0.061, 0.034, -0.052], [0.002, 0.014, -0.020], [0.019, 0.002, 0.015], [-0.014, 0.004, 0.022], [-0.003, -0.001, -0.019], [-0.020, 0.018, 0.001], [0.304, -0.081, 0.071], [0.147, 0.100, -0.395], [-0.277, -0.219, -0.039], [-0.161, 0.150, 0.303], [-0.099, 0.057, 0.898], [-0.037, -0.387, -0.411], [0.300, -0.009, -0.058], [-0.085, 0.273, -0.176], [-0.132, 0.040, 0.379], [0.459, -0.467, -0.123], [-0.189, -0.125, -0.249], [0.051, 0.429, -0.074], [-0.105, 0.017, 0.354], [0.030, 0.048, 0.015], [-0.009, -0.028, -0.039], [0.053, -0.009, -0.046], [-0.047, 0.041, -0.035], [0.005, -0.069, -0.033], [0.018, -0.031, -0.032], [-0.018, 0.051, 0.021], [0.039, -0.036, 0.061], [0.027, -0.048, 0.054], [0.101, 0.005, 0.085], [0.018, 0.014, -0.034], [-0.009, -0.043, 0.006], [0.021, 0.058, 0.061], [-0.053, 0.010, 0.020], [0.010, 0.011, -0.060], [0.002, 0.041, 0.032], [0.045, 0.042, 0.029], [-0.004, -0.059, 0.037], [-0.031, -0.052, -0.030], [0.010, 0.007, -0.029], [-0.074, -0.046, 0.008], [-0.079, 0.017, 0.001], [-0.051, 0.030, -0.032], [0.043, 0.046, 0.005], [-0.023, 0.026, 0.027], [0.015, -0.070, 0.049], [-0.051, 0.021, 0.037]], "homo_energy_ev": [-14.303, -14.300], "total_charge": 3, "multiplicity": 6, "s2": 8.767, "orbital_gap_ev": [7.15, 4.36]}

=====

Record 2
{"formula": "C27H15BrClMoN5O5S3", "method": "ωB97M-V/def2-TZVPD", "symbols": ["Mo", "O", "C", "O", "C", "C", "Cl", "N", "N", "C", "C", "O", "O", "C", "C", "C", "C", "C", "C", "H", "H", "H", "H", "H", "H", "Br", "C", "C", "C", "C", "C", "C", "N", "N", "C", "C", "C", "C", "O", "C", "N", "C", "C", "C", "C", "H", "H", "H", "H", "H", "H", "H", "H", "H", "S", "C", "S", "S"], "xyz": [[-1.312, -1.426, 1.088], [-0.243, 1.223, 6.238], [0.676, 0.309, 6.022], [1.553, 0.058, 6.807], [0.587, -0.439, 4.729], [1.435, -1.465, 4.319], [2.721, -2.159, 5.156], [1.019, -1.889, 3.090], [-0.068, -1.193, 2.716], [-0.337, -0.305, 3.675], [-1.549, 0.504, 3.385], [-1.952, 1.363, 4.160], [-2.066, 0.175, 2.264], [1.494, -2.826, 2.169], [0.538, -3.325, 1.280], [0.907, -4.189, 0.264], [2.239, -4.554, 0.140], [3.186, -4.060, 1.024], [2.829, -3.191, 2.038], [-0.931, 1.338, 5.526], [-0.546, -3.111, 1.487], [0.161, -4.582, -0.413], [2.541, -5.225, -0.648], [4.218, -4.349, 0.916], [3.578, -2.795, 2.703], [4.484, 4.892, -2.021], [2.862, 4.411, -2.880], [2.857, 4.176, -4.248], [1.686, 3.789, -4.865], [0.530, 3.584, -4.110], [0.543, 3.875, -2.738], [1.702, 4.303, -2.129], [-0.651, 3.213, -4.737], [-1.408, 2.350, -4.293], [-1.047, 1.428, -3.343], [0.172, 0.746, -3.431], [0.578, -0.154, -2.469], [-0.220, -0.376, -1.339], [0.129, -1.062, -0.296], [-1.515, 0.203, -1.303], [-2.261, -0.146, -0.227], [-3.473, 0.384, -0.111], [-3.972, 1.315, -1.016], [-3.220, 1.696, -2.109], [-1.959, 1.105, -2.297], [3.769, 4.287, -4.815], [1.668, 3.590, -5.926], [-0.368, 3.782, -2.165], [1.714, 4.530, -1.074], [0.806, 0.933, -4.287], [1.532, -0.651, -2.552], [-4.052, 0.063, 0.743], [-4.953, 1.731, -0.844], [-3.578, 2.425, -2.820], [-4.260, -4.966, 0.826], [-3.306, -3.643, 0.898], [-3.111, -2.640, 2.299], [-2.360, -3.059, -0.451]], "forces_ev_per_a": [[-2.219, 0.334, -0.778], [-0.310, 0.347, 0.132], [0.161, -0.285, -0.098], [-0.111, 0.116, -0.040], [-0.231, 0.057, -0.362], [-0.423, 0.162, -0.293], [0.021, -0.099, -0.117], [0.136, 0.663, 0.949], [0.998, 0.575, 1.295], [0.579, -0.737, 0.160], [0.065, 0.320, 0.545], [0.112, -0.174, -0.117], [-0.133, -0.147, -0.476], [0.056, -0.808, -0.877], [0.113, -0.057, 0.386], [-0.173, 0.030, 0.055], [-0.065, 0.034, 0.075], [-0.095, -0.071, -0.108], [-0.200, 0.203, 0.201], [0.226, -0.164, -0.048], [0.764, -1.555, 0.154], [-0.054, 0.105, 0.028], [0.004, -0.085, -0.081], [0.135, -0.003, 0.007], [0.026, 0.056, 0.035], [-0.102, 0.014, -0.066], [0.118, 0.067, -0.048], [0.248, 0.047, 0.297], [-0.475, -0.215, 0.080], [1.402, 0.139, 0.956], [-0.081, 0.021, -0.428], [0.176, -0.027, 0.005], [-0.794, 0.546, -0.880], [-1.357, 0.227, -1.126], [1.335, -1.148, 1.173], [-0.966, 0.645, -0.286], [-0.259, -0.513, 1.097], [0.077, 0.761, -1.336], [0.595, -0.562, 0.788], [0.505, 0.251, -0.711], [-1.031, 1.001, -0.687], [0.192, -0.375, 0.464], [0.143, 0.270, -0.613], [-0.255, -0.234, 0.403], [0.463, -0.018, 0.066], [0.005, 0.018, -0.034], [-0.048, 0.025, -0.106], [-0.051, -0.032, 0.057], [0.014, 0.019, 0.081], [0.032, 0.059, 0.027], [0.098, -0.068, 0.063], [0.023, 0.029, 0.024], [-0.051, -0.002, 0.005], [-0.075, 0.031, -0.055], [0.171, 0.269, -0.041], [-0.498, -0.735, -0.092], [0.629, 0.345, -0.168], [0.435, 0.325, 0.464]], "homo_energy_ev": [-7.858, -8.046], "total_charge": 0, "multiplicity": 3, "s2": 2.043, "orbital_gap_ev": [6.57, 6.17]}

=====

Record 3
{"formula": "C33H59CdIN5O5SSi", "method": "ωB97M-V/def2-TZVPD", "symbols": ["Cd", "O", "C", "C", "O", "C", "C", "O", "C", "O", "O", "N", "C", "C", "N", "H", "H", "H", "H", "H", "H", "H", "H", "I", "C", "C", "C", "C", "N", "C", "H", "H", "H", "H", "C", "C", "C", "C", "Si", "C", "C", "C", "C", "C", "C", "C", "C", "H", "H", "H", "H", "H", "H", "H", "H", "H", "H", "H", "H", "H", "H", "H", "H", "H", "H", "H", "H", "H", "H", "H", "H", "H", "H", "H", "C", "C", "C", "C", "N", "C", "S", "N", "C", "C", "C", "C", "H", "H", "H", "H", "H", "H", "H", "H", "H", "H", "H", "H", "H", "H", "H", "H", "H", "H", "H", "H"], "xyz": [[0.193, -1.182, 0.251], [2.667, 3.144, 4.240], [2.399, 2.482, 3.261], [1.307, 2.736, 2.272], [0.766, 3.837, 2.067], [1.056, 1.475, 1.591], [2.165, 0.603, 1.834], [2.290, -0.527, 1.296], [3.090, 1.225, 2.798], [4.187, 0.828, 3.141], [0.058, 1.161, 0.865], [-0.779, -2.262, -2.848], [-1.694, -1.209, -3.298], [-2.533, -0.688, -2.139], [-1.688, -0.108, -1.098], [-0.155, -2.538, -3.597], [-1.301, -3.088, -2.578], [-2.376, -1.544, -4.089], [-1.102, -0.382, -3.698], [-3.097, -1.524, -1.712], [-3.251, 0.036, -2.542], [-2.249, 0.317, -0.368], [-1.159, 0.663, -1.547], [2.579, 0.237, -5.670], [3.000, -0.368, -3.710], [4.308, -0.513, -3.282], [4.521, -0.944, -1.981], [3.426, -1.226, -1.177], [2.171, -1.080, -1.603], [1.959, -0.645, -2.841], [5.138, -0.292, -3.939], [5.524, -1.057, -1.594], [3.548, -1.544, -0.152], [0.928, -0.504, -3.132], [2.072, -3.724, 2.157], [0.833, -3.493, 3.041], [0.562, -4.774, 3.844], [1.227, -2.388, 4.034], [-0.665, -2.909, 1.931], [-2.015, -2.006, 3.021], [-2.341, -2.731, 4.334], [-3.321, -1.853, 2.231], [-1.536, -0.583, 3.352], [-1.468, -4.454, 1.029], [-2.401, -3.971, -0.095], [-0.357, -5.264, 0.347], [-2.267, -5.403, 1.932], [2.901, -4.082, 2.780], [2.385, -2.785, 1.697], [1.904, -4.459, 1.370], [1.409, -4.969, 4.513], [0.449, -5.645, 3.196], [-0.336, -4.687, 4.460], [2.168, -2.660, 4.527], [0.477, -2.245, 4.812], [1.393, -1.438, 3.524], [-2.659, -3.762, 4.162], [-3.156, -2.210, 4.853], [-1.485, -2.752, 5.009], [-3.821, -2.812, 2.087], [-3.141, -1.400, 1.251], [-4.011, -1.203, 2.783], [-0.623, -0.578, 3.946], [-2.307, -0.057, 3.929], [-1.343, -0.002, 2.447], [-1.937, -3.159, -0.659], [-3.353, -3.610, 0.289], [-2.618, -4.798, -0.784], [0.253, -4.631, -0.305], [-0.799, -6.059, -0.267], [0.302, -5.743, 1.072], [-3.142, -4.910, 2.359], [-1.665, -5.796, 2.751], [-2.626, -6.258, 1.343], [-2.278, 6.221, -2.337], [-3.457, 5.778, -1.472], [-3.046, 5.032, -0.201], [-2.300, 3.718, -0.457], [-0.869, 3.921, -0.577], [-0.077, 3.370, -1.504], [-0.644, 2.550, -2.870], [1.239, 3.598, -1.327], [2.298, 2.781, -1.902], [3.482, 3.616, -2.397], [3.366, 4.067, -3.853], [2.205, 5.026, -4.110], [-2.628, 6.771, -3.213], [-1.707, 5.362, -2.690], [-1.605, 6.868, -1.769], [-4.115, 5.133, -2.064], [-4.043, 6.656, -1.183], [-3.944, 4.813, 0.384], [-2.410, 5.678, 0.411], [-2.660, 3.241, -1.367], [-2.470, 3.034, 0.382], [-0.404, 4.152, 0.302], [1.464, 4.027, -0.434], [1.863, 2.212, -2.723], [2.644, 2.070, -1.150], [4.393, 3.023, -2.281], [3.585, 4.494, -1.750], [3.244, 3.181, -4.486], [4.305, 4.545, -4.149], [1.252, 4.564, -3.851], [2.164, 5.304, -5.166], [2.316, 5.938, -3.519]], "forces_ev_per_a": [[0.094, 0.425, 0.081], [0.091, 0.114, -0.058], [0.014, -0.070, 0.096], [-0.264, 0.483, -0.434], [-0.091, -0.309, -0.121], [0.119, -0.046, 0.286], [-0.151, 0.243, 0.098], [-0.090, -0.216, -0.092], [0.011, -0.021, -0.123], [0.059, -0.088, 0.095], [0.031, -0.164, -0.427], [-0.067, 0.047, -0.089], [-0.011, -0.113, 0.172], [0.016, -0.214, 0.048], [0.629, 0.264, -0.423], [0.011, -0.022, 0.008], [0.027, -0.019, 0.002], [0.011, 0.061, -0.050], [-0.028, 0.009, -0.047], [-0.084, 0.059, -0.005], [-0.011, 0.002, 0.017], [0.098, 0.046, 0.031], [-0.332, -0.215, 0.518], [-0.019, -0.017, 0.166], [0.012, 0.059, -0.257], [0.007, -0.007, 0.093], [-0.015, 0.009, -0.096], [0.052, -0.022, -0.017], [-0.322, 0.072, 0.218], [0.007, -0.039, 0.075], [-0.006, 0.004, -0.010], [-0.017, -0.019, 0.024], [-0.010, 0.018, -0.002], [0.026, 0.024, -0.028], [-0.055, 0.022, -0.011], [-0.013, -0.007, -0.028], [-0.034, 0.078, -0.040], [-0.056, -0.002, -0.075], [-0.007, -0.125, -0.031], [0.094, -0.008, 0.042], [0.007, -0.004, -0.096], [0.085, -0.040, 0.026], [-0.009, -0.060, -0.006], [-0.013, 0.042, -0.015], [0.037, -0.030, 0.064], [-0.019, 0.038, 0.061], [0.032, 0.049, -0.051], [-0.004, 0.002, 0.003], [0.033, -0.011, 0.012], [0.034, 0.002, 0.020], [-0.001, -0.015, -0.007], [0.004, -0.013, 0.038], [0.028, -0.046, 0.011], [-0.004, -0.012, -0.007], [0.036, 0.020, 0.007], [0.038, 0.000, 0.035], [-0.017, 0.012, 0.060], [0.008, -0.002, 0.006], [-0.031, -0.016, 0.011], [-0.035, 0.038, -0.020], [-0.054, -0.025, -0.004], [0.022, 0.018, -0.006], [-0.010, 0.044, -0.019], [-0.013, -0.022, -0.001], [-0.003, 0.039, 0.033], [-0.020, -0.030, 0.018], [-0.001, 0.023, -0.054], [0.002, -0.008, 0.003], [0.013, -0.032, -0.004], [-0.017, 0.019, -0.014], [0.015, -0.001, -0.045], [0.003, -0.030, 0.001], [-0.039, -0.010, 0.000], [-0.022, -0.001, 0.016], [-0.101, -0.052, 0.025], [0.175, 0.018, 0.030], [0.016, -0.017, -0.153], [-0.087, 0.073, 0.185], [0.105, -0.007, 0.074], [-0.089, 0.029, -0.048], [-0.242, -0.092, -0.369], [0.219, 0.009, 0.430], [0.142, 0.123, -0.094], [-0.092, 0.023, -0.089], [-0.092, 0.053, 0.069], [0.051, -0.082, -0.024], [0.024, 0.021, 0.017], [0.025, 0.020, -0.019], [0.024, -0.011, -0.025], [-0.035, 0.018, 0.018], [-0.049, -0.023, -0.035], [0.032, 0.007, 0.022], [-0.069, -0.011, 0.074], [0.035, -0.032, -0.024], [0.036, -0.032, -0.062], [0.016, -0.128, 0.134], [0.068, -0.111, -0.051], [0.015, 0.035, 0.036], [-0.046, -0.103, 0.135], [-0.001, 0.015, 0.026], [0.099, -0.033, 0.034], [0.052, 0.035, 0.019], [-0.001, -0.032, -0.033], [-0.013, 0.021, -0.013], [-0.006, 0.035, 0.033], [-0.026, -0.004, -0.002]], "homo_energy_ev": -4.129, "total_charge": -1, "multiplicity": 1, "orbital_gap_ev": 5.90}